[1]
# C53H71NO4P3PtSi

A molecular structure, C53H71NO4P3PtSi at a distorted geometry (the ωB97M-V functional and the def2-TZVPD basis, the OMol25 dataset).

Total charge ... +1
Frontier orbital gap ... 5.370 eV
Max |F| ... 3.06 eV/Å
E ... -104783.5941 eV
Energy relative to the best compared isomer or geometry (same formula, charge and spin) ... 14.3 kcal/mol

Cartesian coordinates (Å):
H (0.110, 2.938, 4.909)
H (-0.695, 0.085, -4.527)
C (4.200, 2.120, 0.865)
C (1.928, 2.738, -2.685)
C (-2.369, -5.510, -1.029)
P (1.417, -0.570, 1.269)
H (-3.076, -4.795, -0.625)
C (3.074, -0.321, 3.491)
O (-0.266, 0.459, -2.253)
C (-1.170, -2.987, -3.165)
C (2.320, 1.486, -3.485)
H (-3.669, -2.541, 0.586)
H (-1.685, 2.715, 6.552)
H (-1.796, -4.711, -4.278)
C (-0.871, -1.606, -3.244)
H (-5.680, 1.958, 1.061)
O (-0.514, -1.231, -0.887)
H (4.473, -2.600, 0.242)
H (-2.243, 5.695, 0.102)
H (-0.173, -3.959, 1.895)
C (-0.542, -7.311, -2.112)
H (3.541, 1.545, 1.495)
N (-1.155, -3.646, -1.962)
H (1.020, 5.087, 3.113)
H (2.403, 1.748, -4.541)
H (-0.026, -0.783, 3.857)
O (-0.774, 2.938, -0.757)
H (0.707, 3.519, -4.263)
H (0.576, -8.210, -3.731)
H (2.504, 5.146, -1.588)
H (2.692, 3.503, -2.819)
H (4.014, 1.050, -0.980)
H (-3.869, 1.754, 5.874)
H (1.551, 0.725, -3.386)
H (0.135, -9.321, -2.428)
C (-3.877, 1.860, -1.053)
H (1.501, -2.399, 2.800)
H (4.409, 4.080, -1.165)
H (5.716, 2.921, -1.035)
H (4.183, 3.151, 1.225)
C (2.383, 2.301, 4.005)
C (-1.644, -7.761, -1.394)
C (-3.063, 1.844, 5.157)
H (3.650, -0.360, 0.563)
C (-1.521, -3.666, -4.342)
C (1.730, 1.617, 2.972)
C (2.921, -1.143, 0.353)
H (-5.231, 3.617, 0.718)
C (-1.021, 2.131, 3.264)
C (3.335, 1.677, 4.790)
C (2.253, 6.271, 0.203)
H (-1.134, -0.891, 2.495)
C (1.859, 6.250, 1.535)
C (1.803, 3.902, 0.034)
H (1.964, -1.974, -1.422)
H (-0.741, -2.733, 0.765)
H (-2.937, 1.670, -1.578)
C (-1.564, -3.009, -5.554)
H (-1.851, -3.555, -6.443)
C (2.220, 5.107, -0.545)
H (-1.292, -1.142, -6.593)
C (-0.352, -5.935, -2.303)
C (-1.136, 3.872, 0.018)
H (-4.496, 0.964, -1.119)
C (1.403, 5.070, 2.098)
H (3.278, 1.067, -3.169)
C (-3.194, -1.586, 0.349)
O (-1.077, 3.794, 1.264)
C (-1.253, -1.654, -5.641)
H (-5.394, 0.226, 2.298)
C (2.107, 0.318, 2.700)
C (-3.513, -0.568, 1.444)
H (1.024, -4.375, -2.872)
C (-1.848, 2.391, 5.532)
C (-2.551, -6.869, -0.842)
H (-2.131, -1.733, 0.254)
C (-3.251, 1.422, 3.850)
C (4.689, 3.050, -1.378)
H (0.783, -5.606, -4.109)
H (-4.399, 2.663, -1.578)
C (-2.243, 1.571, 2.895)
H (4.677, 2.887, -2.455)
H (-3.400, -7.235, -0.280)
C (-4.876, 2.681, 1.153)
C (-1.291, -5.044, -1.775)
C (-5.036, -0.441, 1.520)
H (-0.942, -2.272, 3.586)
H (-2.987, 3.143, 0.388)
H (3.570, -1.294, -1.716)
H (-4.681, 2.869, 2.208)
H (-3.571, -1.252, -0.621)
C (0.128, -3.102, 1.290)
C (0.688, -2.000, 2.190)
C (3.670, 0.347, 4.543)
H (-0.746, 5.748, -0.851)
H (2.172, -0.233, -1.496)
C (3.518, -2.490, 0.758)
H (5.216, 1.737, 0.989)
H (1.439, -8.155, -2.199)
C (-0.418, -1.452, 3.091)
C (2.639, -1.155, -1.162)
H (1.757, -5.974, -2.692)
H (-4.201, 0.984, 3.585)
H (-1.785, -8.827, -1.258)
H (2.885, -3.323, 0.456)
H (4.400, -0.161, 5.159)
H (2.579, 7.194, -0.259)
H (3.820, 2.219, 5.591)
H (-5.440, -1.433, 1.731)
C (-0.922, -0.973, -4.492)
H (3.715, -2.581, 1.824)
H (-1.052, -3.044, -1.162)
H (-0.192, 2.548, -3.083)
P (1.965, 2.330, -0.879)
H (1.885, 7.156, 2.127)
C (0.596, 3.283, -3.202)
C (-1.625, 5.148, -0.606)
P (-2.506, 0.996, 1.179)
H (0.298, 4.190, -2.679)
C (0.869, -5.440, -3.031)
H (-2.165, 4.940, -1.528)
H (0.845, -3.449, 0.547)
H (3.372, -1.340, 3.286)
H (-5.449, -0.116, 0.566)
H (-3.131, -0.955, 2.390)
C (3.812, 2.058, -0.611)
C (-0.535, -0.764, -2.069)
C (-0.834, 2.518, 4.592)
Si (0.319, 2.395, 1.960)
H (2.163, 3.345, 4.192)
C (0.455, -8.304, -2.650)
C (-3.611, 2.267, 0.403)
Pt (-0.006, 0.988, 0.080)
C (1.364, 3.881, 1.358)

Cartesian forces (eV/Å) of the 2 atoms listed first:
0.0 0.0 0.0
0.0 0.0 0.0

These are the Löwdin partial charges, in e, on atoms 1 to 99: H 0.09; H 0.11; C -0.10; C -0.49; C -0.02; P 1.04; H 0.10; C -0.08; O -0.15; C -0.19; C -0.10; H 0.09; H 0.11; H 0.12; C -0.06; H 0.06; O -0.20; H 0.10; H 0.10; H 0.10; C -0.23; H 0.03; N 0.10; H 0.11; H 0.09; H 0.09; O -0.18; H 0.09; H 0.09; H 0.10; H 0.09; H 0.08; H 0.11; H 0.05; H 0.08; C -0.08; H 0.11; H 0.07; H 0.09; H 0.10; C -0.09; C -0.05; C -0.06; H 0.08; C -0.02; C -0.29; C -0.47; H 0.09; C -0.24; C -0.05; C -0.06; H 0.02; C -0.05; C -0.36; H 0.08; H 0.03; H 0.07; C -0.07; H 0.11; C -0.09; H 0.10; C -0.17; C -0.69; H 0.07; C -0.07; H 0.07; C -0.11; O -0.07; C -0.09; H 0.06; C -0.40; C -0.49; H 0.07; C -0.05; C -0.08; H 0.01; C -0.08; C -0.08; H 0.09; H 0.09; C -0.36; H 0.08; H 0.10; C -0.07; C -0.21; C -0.10; H 0.10; H 0.05; H 0.10; H 0.07; H 0.09; C -0.09; C -0.47; C -0.05; H 0.09; H 0.00; C -0.08; H 0.10; H 0.08

[2]
# C53H77N7O6

12 unconnected molecules or ions with the total composition C53H77N7O6 at a distorted geometry (the ωB97M-V functional and the def2-TZVPD basis, the OMol25 dataset).

Frontier orbital gap ... 9.621 eV
SMILES ... CNC(C)=O.c1ccncc1.c1ccncc1.c1ccncc1.c1ccncc1.c1ccncc1.c1ccncc1.C1CCOC1.C1CCOC1.C1CCOC1.C1CCOC1.C1CCOC1
Max |F| ... 1.38 eV/Å
E ... -78923.3004 eV
Energy relative to the best compared isomer or geometry (same formula, charge and spin) ... 0.0 kcal/mol

Cartesian coordinates (Å):
H (-5.383, -2.684, 1.186)
C (5.211, 0.449, 0.835)
H (0.459, 2.127, -6.672)
H (-8.042, -0.291, 0.016)
H (2.240, 2.603, -2.507)
H (-1.423, 1.150, -2.959)
C (4.303, 1.331, -3.804)
C (5.030, 2.531, -3.168)
C (-1.785, 0.548, 3.191)
C (-0.873, 0.866, -3.845)
H (3.050, -2.231, 2.826)
C (-2.686, -4.410, -1.948)
H (5.059, 0.467, 5.125)
H (3.338, -4.455, 0.546)
H (-4.980, -2.525, -1.190)
H (-2.614, 2.511, 0.844)
H (-0.647, -1.221, -3.331)
C (-3.310, -1.062, 4.064)
H (1.190, -1.595, 0.150)
C (1.740, -3.440, -2.243)
H (-2.429, 4.479, -3.019)
H (-4.173, 3.054, 2.598)
H (1.094, -4.586, -0.533)
O (-6.542, -1.157, -0.998)
H (6.046, 0.519, 2.820)
C (6.314, 0.841, 1.818)
C (0.441, 0.046, -6.075)
C (-1.270, 6.045, -2.078)
H (6.001, 2.180, -2.796)
H (3.777, 1.103, 7.172)
C (0.509, -2.758, 4.958)
H (0.313, 1.415, 4.694)
H (-0.707, 2.861, -4.613)
C (3.982, -2.662, -2.061)
H (-0.963, 0.787, 2.526)
C (-3.434, -5.499, -2.355)
C (-4.615, 2.738, 1.657)
H (0.044, -1.835, 5.323)
H (0.670, 3.039, -0.805)
H (1.848, 1.044, 2.733)
C (-0.521, 1.810, -4.795)
H (0.288, -3.595, 5.614)
C (3.988, 0.644, 5.093)
H (-6.645, 0.756, -0.271)
C (3.457, 0.843, -2.626)
H (0.084, 7.306, -0.990)
H (-1.342, 1.164, 0.019)
H (-2.307, -0.415, -1.591)
O (0.814, 1.389, 0.800)
C (1.925, -4.122, -1.051)
C (3.087, 2.151, -1.964)
C (0.151, 1.395, -5.937)
C (-0.174, 6.292, -1.266)
H (3.670, 1.599, -4.650)
C (2.281, -2.828, 3.318)
H (5.208, 3.373, -3.839)
C (0.917, -2.575, 2.698)
C (7.391, -0.186, 0.038)
H (4.437, 1.213, 0.727)
C (-5.240, -1.597, -0.690)
H (0.744, -1.498, 2.526)
C (-2.231, -0.755, 3.257)
H (7.683, -1.214, -0.188)
H (-4.644, -6.262, -3.963)
H (5.971, 0.991, -1.126)
C (-5.168, -1.667, 0.848)
C (0.471, 0.433, 0.102)
C (-4.001, -5.463, -3.616)
O (7.435, 0.041, 1.437)
C (-4.174, 2.382, -0.647)
N (-0.926, 3.685, -1.899)
C (-1.602, 4.734, -2.363)
H (0.757, -3.086, 1.747)
H (2.310, -1.481, 5.009)
C (0.583, 5.214, -0.839)
H (-3.740, -2.055, 4.100)
N (0.139, -0.862, -5.164)
H (-4.343, 4.577, -0.847)
C (-6.955, -0.253, 0.023)
H (-4.762, -0.203, 5.416)
C (-3.878, -0.044, 4.808)
H (5.032, 0.595, -4.143)
C (2.170, 0.900, 3.759)
H (2.422, -0.322, 0.277)
H (-4.528, -0.817, -1.011)
H (-0.931, -1.522, -1.259)
H (2.750, 2.052, -0.929)
C (-3.120, -3.266, -3.854)
H (4.065, 0.205, -1.978)
C (3.147, -4.000, -0.422)
H (-4.909, 1.618, -0.921)
O (-0.024, -3.022, 3.651)
H (-3.625, -6.343, -1.707)
C (2.793, -2.705, -2.773)
H (-4.274, -4.248, -5.370)
N (-3.391, 1.188, 4.852)
H (6.583, 1.900, 1.760)
H (-1.768, -1.526, 2.653)
N (-2.539, -3.302, -2.661)
H (-4.185, -1.395, 1.227)
H (8.131, 0.446, -0.475)
H (2.530, -3.882, 3.174)
H (-5.817, 0.119, 1.852)
C (5.962, 0.132, -0.453)
H (-2.278, -4.404, -0.939)
N (-0.817, 0.372, -0.321)
H (2.724, -2.251, -3.755)
H (-3.547, 0.986, 0.909)
H (-3.457, 2.358, -1.470)
H (-5.880, 3.677, -0.902)
C (1.909, 1.232, 6.103)
H (2.598, 0.239, -2.912)
H (0.954, -0.313, -6.962)
C (-2.393, 1.469, 4.034)
H (-5.501, 2.121, 1.846)
H (5.528, -0.715, -0.988)
H (4.657, -0.392, 1.261)
C (2.031, -2.512, 4.807)
C (0.146, 3.928, -1.137)
O (4.228, 2.986, -2.071)
H (0.788, -3.422, -2.754)
H (1.344, 1.480, 6.992)
H (4.844, -2.129, -2.451)
H (1.686, -0.759, -1.270)
H (-6.968, -1.147, 2.034)
C (-3.827, -4.332, -4.389)
C (-6.280, -0.713, 1.310)
C (3.273, 0.973, 6.223)
H (2.607, -3.213, 5.407)
C (-1.560, -0.731, -0.868)
H (1.453, 5.342, -0.207)
C (-4.890, 3.729, -0.436)
C (-3.606, 2.063, 0.732)
O (-5.000, 3.920, 0.966)
H (-1.874, 6.852, -2.473)
N (4.148, -3.275, -0.896)
H (-2.127, -1.225, -0.060)
H (-2.066, 2.508, 4.005)
C (1.359, 1.180, 4.838)
C (-0.500, -0.443, -4.071)
H (-3.046, -2.331, -4.400)
C (1.495, -0.609, -0.207)
N (3.448, 0.542, 3.883)

Cartesian forces (eV/Å) of the 2 atoms listed first:
0.1 0.0 0.0
-0.6 0.3 0.4

These are the Löwdin partial charges, in e, on atoms 1 to 99: H 0.11; C -0.16; H 0.10; H 0.12; H 0.12; H 0.07; C -0.14; C -0.19; C -0.08; C -0.07; H 0.10; C -0.17; H 0.10; H 0.10; H 0.11; H 0.11; H 0.07; C -0.06; H 0.06; C -0.08; H 0.10; H 0.11; H 0.10; O -0.13; H 0.09; C -0.18; C -0.17; C -0.07; H 0.10; H 0.10; C -0.17; H 0.08; H 0.09; C -0.16; H 0.09; C -0.07; C -0.18; H 0.11; H 0.07; H 0.09; C -0.07; H 0.11; C -0.16; H 0.10; C -0.18; H 0.11; H 0.09; H 0.07; O -0.02; C -0.08; C -0.21; C -0.07; C -0.07; H 0.11; C -0.15; H 0.12; C -0.24; C -0.19; H 0.10; C -0.20; H 0.10; C -0.09; H 0.11; H 0.11; H 0.08; C -0.15; C -0.52; C -0.08; O -0.14; C -0.16; N 0.06; C -0.18; H 0.10; H 0.07; C -0.05; H 0.11; N 0.06; H 0.11; C -0.18; H 0.10; C -0.15; H 0.11; C -0.14; H 0.08; H 0.10; H 0.06; H 0.10; C -0.14; H 0.07; C -0.16; H 0.08; O -0.16; H 0.10; C -0.08; H 0.11; N 0.07; H 0.12; H 0.10; N 0.06

> The highest frontier orbital gap belongs to which entry?

C53H77N7O6

> Which value of frontier orbital gap does entry 2 give?

9.621 eV

> Among the records above, which one has the highest E?

C53H77N7O6